1.
Below is 3 unconnected molecules or ions with the total composition C13H23F3N3O5S2, with properties calculated with ωB97M-V/def2-TZVPD.

ORCA input file:
```
! RIJCOSX wB97M-V def2-TZVPD def2/J DEFGRID3
* xyz 1 1
C 2.8341 -0.0480 1.2066
C 2.6270 1.4486 1.2133
O 1.4551 1.9000 1.9204
C 1.3187 1.5296 3.2171
N 0.4688 0.2646 3.3402
N 1.1090 -0.6810 3.9909
C 0.5067 -1.8339 4.1577
C -0.7498 -2.0919 3.6321
C -1.4158 -1.1058 2.9421
C -2.7720 -1.4343 2.3551
O -2.8744 -1.2194 0.9562
N -1.6582 -1.5866 0.2888
O -1.6589 -1.1777 -0.7881
C -0.7674 0.1306 2.8304
C -1.4254 1.3237 2.0966
F -0.9280 1.3953 0.8648
F -1.2091 2.4742 2.7482
F -2.7445 1.1397 2.0413
H 3.0964 -0.4517 2.1840
H 3.6804 -0.2541 0.5521
H 1.9776 -0.5688 0.7781
H 2.4685 1.7860 0.1923
H 3.5079 1.9751 1.5834
H 0.8223 2.3067 3.7884
H 2.2490 1.2664 3.7172
H 1.0534 -2.5803 4.7146
H -1.2083 -3.0623 3.7602
H -3.5473 -0.8289 2.8131
H -2.9891 -2.4800 2.5707
C 1.6086 -1.6918 -4.6296
S 1.5563 -1.5368 -2.8458
O 2.9316 -1.8016 -2.3389
C 0.6205 -3.0496 -2.5575
H 2.2036 -0.8643 -5.0084
H 2.0712 -2.6416 -4.8965
H 0.5959 -1.6247 -5.0256
H 1.1685 -3.8998 -2.9633
H -0.3597 -2.9652 -3.0275
H 0.5066 -3.1643 -1.4825
C -1.1330 3.8075 -3.3425
S -0.7938 2.2366 -2.5432
O 0.1164 1.4731 -3.4320
C -2.4479 1.5635 -2.7449
H -0.2029 4.3708 -3.3670
H -1.4848 3.6270 -4.3579
H -1.8796 4.3537 -2.7662
H -2.7045 1.5462 -3.8039
H -3.1581 2.1745 -2.1875
H -2.4417 0.5509 -2.3470
*
```

Calculated values
Calculated total energy: -58372.434 eV
Strongest force on any atom: 0.66 eV Å⁻¹
Highest occupied orbital energy: -0.387 Eh
HOMO-LUMO gap: 0.1949 Ha
LUMO energy: -0.192 Eh

2.
Below is 11 unconnected molecules or ions with the total composition C33H88O33S11 at a distorted geometry, with properties calculated with ωB97M-V/def2-TZVPD.

ORCA input file:
```
! RIJCOSX wB97M-V def2-TZVPD def2/J DEFGRID3
* xyz 0 1
O 3.8750 -5.6121 5.1991
S 4.8122 -4.6084 5.6179
O 6.1287 -4.4954 5.0553
O 4.1409 -3.1282 5.3636
C 2.7304 -3.0182 5.0702
C 2.5576 -2.8527 3.5736
C 4.9991 -4.5742 7.3966
H 2.4957 -2.0999 5.6135
H 2.1570 -3.8175 5.5382
H 2.3045 -1.8675 3.1842
H 1.8665 -3.5638 3.1099
H 3.4603 -3.1298 3.0229
H 5.5322 -3.6674 7.6633
H 5.5872 -5.4294 7.7229
H 3.9839 -4.6549 7.7802
O -6.1607 1.3121 -2.8273
S -6.7800 1.4827 -1.5472
O -7.8863 0.6877 -1.0795
O -5.6518 1.5128 -0.3883
C -4.4631 2.3055 -0.6252
C -4.3394 3.4714 0.3405
C -7.2908 3.2463 -1.5443
H -4.3246 2.7565 -1.6099
H -3.6889 1.5582 -0.4734
H -3.6134 4.2197 0.0267
H -3.8395 3.0816 1.2394
H -5.2456 3.8924 0.7711
H -8.2988 3.2905 -1.9531
H -6.6632 3.6821 -2.3224
H -7.1699 3.8114 -0.6274
O 2.7723 1.3193 2.6683
S 3.6060 1.7970 3.7756
O 3.3317 1.6330 5.1794
O 5.1610 1.2899 3.5683
C 5.5400 0.9795 2.1975
C 5.0691 -0.4525 1.9317
C 3.8284 3.5930 3.4870
H 6.6235 1.0712 2.2457
H 5.1912 1.7044 1.4675
H 4.1120 -0.6268 2.4155
H 5.7540 -1.1590 2.4021
H 4.9467 -0.7290 0.8835
H 4.2235 3.9673 4.4259
H 2.7744 3.8564 3.3931
H 4.4196 3.7869 2.6003
O 7.8510 4.0410 1.9063
S 7.6796 4.0154 0.4807
O 8.7415 3.5462 -0.3629
O 6.3378 3.1738 0.1065
C 5.9597 3.1056 -1.2668
C 4.6692 2.3268 -1.4618
C 7.2195 5.6851 -0.0763
H 6.7633 2.7219 -1.8930
H 5.6767 4.1087 -1.6064
H 3.9403 2.5605 -0.6849
H 4.8707 1.2531 -1.4304
H 4.2400 2.5295 -2.4413
H 7.9638 6.3181 0.4038
H 6.2003 5.9512 0.1752
H 7.4741 5.6584 -1.1336
O -1.8111 1.9085 5.0660
S -0.7003 1.6250 5.9524
O -0.8727 0.9036 7.2110
O 0.4003 0.8283 5.0517
C -0.1495 -0.1343 4.1244
C -0.9022 -1.3645 4.6484
C 0.3459 3.0537 6.2491
H 0.6936 -0.4300 3.4934
H -0.6092 0.4860 3.3450
H -0.1046 -2.0203 4.9959
H -1.3550 -1.7592 3.7395
H -1.5880 -1.1269 5.4554
H 1.2044 2.7327 6.8293
H -0.3435 3.7145 6.7730
H 0.6645 3.4275 5.2815
O -1.8067 0.5727 0.7367
S -1.0968 -0.1756 -0.2725
O -0.7569 0.4129 -1.5608
O 0.1808 -0.9657 0.2847
C 1.0774 -0.1672 1.0809
C 2.1294 0.5680 0.2590
C -2.1185 -1.6047 -0.7763
H 1.6392 -0.8689 1.7051
H 0.5482 0.3930 1.8532
H 2.8192 1.1136 0.9027
H 1.6278 1.2134 -0.4611
H 2.7448 -0.1981 -0.2143
H -3.0993 -1.2753 -1.1079
H -2.2774 -2.2064 0.1216
H -1.5847 -2.2544 -1.4617
O -3.3223 -2.5187 -6.9675
S -4.6601 -2.5274 -6.4344
O -5.4035 -3.7275 -6.1843
O -4.7075 -1.7167 -5.0413
C -3.8714 -0.5566 -4.8714
C -2.4182 -0.9513 -4.5981
C -5.6440 -1.4572 -7.5480
H -4.2586 0.0197 -4.0361
H -3.9537 0.0772 -5.7598
H -1.6993 -0.9090 -5.4128
H -2.4318 -2.0099 -4.3293
H -2.1461 -0.3653 -3.7192
H -6.3334 -0.9150 -6.8963
H -6.2949 -2.0793 -8.1558
H -5.0185 -0.7400 -8.0663
O 3.8876 5.1499 -5.2365
S 2.7928 6.0897 -5.1766
O 2.5080 6.9598 -6.2918
O 1.3936 5.3146 -4.8115
C 1.5513 4.0730 -4.0882
C 0.2340 3.6583 -3.4718
C 2.9686 7.1079 -3.6675
H 2.3853 4.1112 -3.3857
H 1.8304 3.3518 -4.8600
H -0.5981 3.8869 -4.1453
H 0.0222 4.2670 -2.5919
H 0.1047 2.5889 -3.3171
H 2.7813 6.3703 -2.8847
H 2.2464 7.9139 -3.6476
H 4.0160 7.3797 -3.5680
O 3.9315 -3.4387 -3.4908
S 3.4180 -3.5533 -4.8394
O 3.2991 -4.8563 -5.4426
O 1.9063 -2.9448 -4.8198
C 1.6933 -1.6296 -4.2902
C 1.3466 -1.7017 -2.8133
C 4.2759 -2.4521 -6.0208
H 0.8438 -1.1400 -4.7655
H 2.6014 -1.0425 -4.4520
H 0.3347 -2.1131 -2.7881
H 1.3435 -0.7300 -2.3284
H 1.9860 -2.4173 -2.2990
H 5.2970 -2.3619 -5.6664
H 3.7031 -1.5312 -5.9987
H 4.1715 -2.9864 -6.9592
O -2.8248 -4.1910 -2.3626
S -3.3070 -5.2492 -1.5101
O -3.1309 -6.6296 -1.8729
O -2.5993 -4.9301 -0.0539
C -2.9863 -5.8451 1.0021
C -1.9173 -5.6733 2.0601
C -5.0549 -4.9553 -1.1771
H -2.9758 -6.8783 0.6507
H -3.9854 -5.6136 1.3773
H -2.1826 -6.3195 2.9016
H -2.0247 -4.6926 2.5288
H -0.9730 -5.8539 1.5576
H -5.5548 -5.2199 -2.1059
H -5.0869 -3.8715 -1.0788
H -5.3495 -5.4885 -0.2825
O -5.3476 -1.6410 0.0159
S -6.1879 -1.9642 1.1456
O -6.6734 -3.3082 1.2273
O -5.3149 -1.6247 2.4972
C -4.5219 -0.4359 2.4350
C -4.4414 0.1513 3.8366
C -7.5213 -0.7775 1.4349
H -4.9792 0.3436 1.8196
H -3.5466 -0.6917 2.0272
H -4.1351 1.1869 3.9740
H -3.7600 -0.4467 4.4458
H -5.4172 0.0838 4.3242
H -7.8512 -0.7640 2.4689
H -8.3165 -1.0817 0.7576
H -7.2008 0.2159 1.1419
*
```

Calculated values
Energy above the lowest of the compared OMol25 structures with the same formula, charge and spin: 3.654 eV
Calculated total energy: -222395.112 eV
Strongest force on any atom: 4.07 eV Å⁻¹
Highest occupied orbital energy: -0.397 Eh
HOMO-LUMO gap: 0.3802 Ha
SMILES string: CCOS(C)(=O)=O.CCOS(C)(=O)=O.CCOS(C)(=O)=O.CCOS(C)(=O)=O.CCOS(C)(=O)=O.CCOS(C)(=O)=O.CCOS(C)(=O)=O.CCOS(C)(=O)=O.CCOS(C)(=O)=O.CCOS(C)(=O)=O.CCOS(C)(=O)=O
LUMO energy: -0.017 Eh

3.
Below is a single C20H24N4O3S molecule at a distorted geometry, with properties calculated with ωB97M-V/def2-TZVPD.

ORCA input file:
```
! RIJCOSX wB97M-V def2-TZVPD def2/J DEFGRID3
* xyz 0 1
C 4.2453 -0.1879 -0.8957
H 5.2172 -0.4635 -0.4938
H 3.5509 -0.0579 -0.0687
H 4.3495 0.7624 -1.4127
C 3.7399 -1.2438 -1.8790
N 3.4376 -2.5288 -1.2934
S 1.8690 -2.7918 -0.8354
O 1.7347 -4.1815 -0.5169
O 1.0185 -2.2253 -1.8441
C 1.6150 -1.8422 0.6701
C 0.9811 -0.6212 0.5648
C 0.7901 0.1549 1.7027
C 1.2738 -0.3050 2.9250
C 1.8986 -1.5366 3.0192
C 2.0654 -2.3187 1.8859
H 2.5276 -3.2917 1.9319
H 2.2543 -1.8895 3.9751
H 1.1423 0.3199 3.7954
C 0.1158 1.4918 1.6553
O 0.4322 2.4056 2.3872
N -0.8690 1.5797 0.7325
H -1.1029 0.7683 0.1831
C -1.6402 2.7934 0.5250
C -3.0847 2.4604 0.3514
N -4.0396 2.8707 1.1274
C -5.1999 2.3503 0.6103
C -6.5158 2.4728 1.0414
C -7.4900 1.8278 0.3090
C -7.1802 1.0755 -0.8262
C -5.8808 0.9395 -1.2721
C -4.8983 1.5858 -0.5410
N -3.5356 1.6735 -0.6799
H -2.9885 1.2622 -1.4173
H -5.6420 0.3569 -2.1494
H -7.9779 0.5887 -1.3671
H -8.5225 1.9024 0.6164
H -6.7519 3.0534 1.9182
C -1.1012 3.5772 -0.6771
H -1.6923 4.4767 -0.8246
H -1.1396 2.9773 -1.5847
H -0.0691 3.8615 -0.4903
H -1.5328 3.3947 1.4334
H 0.6679 -0.3024 -0.4179
C 4.4578 -3.2398 -0.5573
C 5.6335 -3.6374 -1.4434
H 6.3008 -4.2907 -0.8876
H 6.1957 -2.7649 -1.7663
H 5.2722 -4.1674 -2.3200
H 3.9657 -4.1387 -0.1835
H 4.8147 -2.6501 0.2993
H 2.8084 -0.9161 -2.3423
H 4.4792 -1.3902 -2.6725
*
```

Calculated values
Energy above the lowest of the compared OMol25 structures with the same formula, charge and spin: 1.297 eV
Calculated total energy: -44068.652 eV
Strongest force on any atom: 1.13 eV Å⁻¹
Highest occupied orbital energy: -0.318 Eh
HOMO-LUMO gap: 0.3297 Ha
SMILES string: CCN(CC)S(=O)(=O)c1cccc(C(=O)N[C@@H](C)c2nc3ccccc3[nH]2)c1
LUMO energy: 0.011 Eh